(1)
Formula: C26H60BFO4
Source: OMol25
Level of theory: ωB97M-V/def2-TZVPD

Geometry (Å):
1 C -7.517 -1.159 4.432
2 B -6.022 -0.859 4.082
3 O -5.008 -0.973 4.979
4 O -5.665 -0.535 2.742
5 C -5.315 0.693 2.412
6 O -5.020 1.070 1.327
7 O -5.289 1.569 3.523
8 F -6.632 2.065 3.568
9 H -8.020 -1.567 3.554
10 H -8.047 -0.247 4.717
11 H -7.579 -1.897 5.228
12 H -5.271 -0.674 5.858
13 C -1.773 -0.377 0.501
14 C -1.834 1.112 0.178
15 C -1.508 1.432 -1.279
16 C -0.097 1.044 -1.721
17 C 1.031 1.674 -0.908
18 C 1.063 3.198 -0.989
19 H -0.773 -0.788 0.350
20 H -2.044 -0.557 1.543
21 H -2.469 -0.939 -0.126
22 H -1.160 1.659 0.845
23 H -2.839 1.473 0.396
24 H -1.665 2.501 -1.451
25 H -2.228 0.917 -1.924
26 H 0.027 1.323 -2.772
27 H 0.009 -0.045 -1.687
28 H 1.983 1.283 -1.278
29 H 0.964 1.367 0.140
30 H 1.171 3.531 -2.024
31 H 1.904 3.596 -0.420
32 H 0.154 3.645 -0.585
33 C 2.401 2.158 -4.990
34 C 3.851 2.615 -4.853
35 C 3.997 4.122 -4.654
36 C 3.473 4.976 -5.810
37 C 4.111 4.681 -7.167
38 C 5.615 4.936 -7.202
39 H 1.918 2.597 -5.864
40 H 2.349 1.074 -5.095
41 H 1.825 2.437 -4.105
42 H 4.421 2.291 -5.728
43 H 4.301 2.109 -3.995
44 H 5.050 4.356 -4.475
45 H 3.467 4.412 -3.741
46 H 3.638 6.030 -5.564
47 H 2.390 4.855 -5.893
48 H 3.627 5.308 -7.919
49 H 3.908 3.647 -7.459
50 H 5.839 5.974 -6.946
51 H 6.020 4.742 -8.196
52 H 6.150 4.294 -6.501
53 C 2.672 -1.140 1.645
54 C 2.218 -1.295 3.092
55 C 1.405 -0.102 3.593
56 C 2.152 1.232 3.595
57 C 3.440 1.246 4.418
58 C 3.216 0.974 5.902
59 H 3.334 -0.282 1.516
60 H 3.213 -2.026 1.310
61 H 1.809 -1.005 0.989
62 H 3.087 -1.463 3.735
63 H 1.599 -2.192 3.177
64 H 1.039 -0.320 4.601
65 H 0.512 0.003 2.967
66 H 1.479 2.005 3.977
67 H 2.386 1.521 2.566
68 H 3.911 2.225 4.304
69 H 4.150 0.519 4.015
70 H 2.535 1.710 6.334
71 H 4.156 1.025 6.454
72 H 2.792 -0.017 6.072
73 C -3.891 -6.893 1.011
74 C -3.493 -5.453 1.323
75 C -3.148 -4.633 0.082
76 C -1.954 -5.154 -0.721
77 C -0.651 -5.267 0.068
78 C -0.162 -3.928 0.612
79 H -3.078 -7.443 0.536
80 H -4.159 -7.430 1.922
81 H -4.753 -6.922 0.342
82 H -2.653 -5.450 2.022
83 H -4.320 -4.962 1.842
84 H -2.962 -3.598 0.382
85 H -4.021 -4.601 -0.577
86 H -1.795 -4.485 -1.573
87 H -2.197 -6.130 -1.149
88 H 0.115 -5.688 -0.587
89 H -0.767 -5.976 0.892
90 H -0.005 -3.212 -0.198
91 H 0.783 -4.046 1.144
92 H -0.878 -3.494 1.312

As for the charge: 0. The value obtained for the HOMO energy is -0.3926 Ha. Its SMILES is CB(O)OC(=O)OF.CCCCCC.CCCCCC.CCCCCC.CCCCCC. The value obtained for the lowest unoccupied orbital energy is -0.0208 hartree.



(2)
Formula: C4H33O13
Source: OMol25
Level of theory: ωB97M-V/def2-TZVPD

Geometry (Å):
1 C 0.279 -0.824 1.072
2 O 1.273 0.153 0.750
3 C 0.203 -2.057 0.112
4 C 0.774 -1.725 -1.290
5 C 1.016 -2.964 -2.132
6 H 0.468 -1.052 2.115
7 H -0.700 -0.372 0.985
8 H -0.876 -2.113 -0.047
9 H 0.518 -3.045 0.451
10 H 1.713 -1.193 -1.156
11 H 0.089 -1.001 -1.721
12 H 0.124 -3.597 -2.201
13 H 1.732 -3.604 -1.624
14 H 1.301 -2.696 -3.147
15 H 3.492 1.069 0.873
16 H 2.917 1.911 -0.260
17 O 3.719 1.787 0.273
18 H -1.933 0.852 -1.142
19 H -2.994 0.693 -2.208
20 O -2.667 0.278 -1.399
21 H 1.165 2.778 3.130
22 H 0.147 3.891 2.876
23 O 0.482 3.305 3.560
24 H -0.968 -0.583 3.545
25 H -2.510 -0.658 3.413
26 O -1.682 -1.145 3.238
27 H 2.649 -4.753 0.475
28 H 3.463 -3.400 0.311
29 O 3.502 -4.376 0.252
30 H -3.297 1.307 4.040
31 H -3.733 0.968 2.657
32 O -3.827 0.634 3.583
33 H 2.663 -1.289 0.655
34 H 3.932 -1.056 0.006
35 O 3.578 -1.624 0.713
36 H -3.651 0.735 0.157
37 H -3.074 2.044 0.798
38 O -3.758 1.367 0.889
39 H 0.036 2.507 -3.717
40 H 0.189 1.937 -2.157
41 O -0.463 2.154 -2.974
42 H 0.888 0.831 0.163
43 H 1.490 3.000 -1.180
44 O 0.985 2.213 -0.966
45 H -0.534 2.408 -0.393
46 H -1.354 3.630 0.187
47 O -1.313 2.673 0.183
48 H -1.430 0.719 -3.814
49 H -1.945 -0.794 -3.774
50 O -2.076 0.078 -4.158

As for the charge: -1. The value obtained for the HOMO energy is -0.2557 Ha. The value obtained for the lowest unoccupied orbital energy is 0.0964 hartree.



(3)
Formula: C4H5AlO6
Source: OMol25
Level of theory: ωB97M-V/def2-TZVPD

Geometry (Å):
1 H 2.134 -0.945 0.065
2 C 1.259 -1.248 0.675
3 C 0.223 -1.833 -0.279
4 O -0.151 -0.899 -1.323
5 C -1.042 0.015 -1.073
6 O -1.695 0.083 -0.022
7 O -1.126 0.901 -2.017
8 Al -0.672 0.616 1.415
9 O 0.825 -0.202 1.463
10 H 1.598 -2.113 1.282
11 H -0.687 -2.156 0.242
12 H 0.648 -2.686 -0.821
13 H -0.517 1.677 -1.779
14 O -1.099 2.264 1.179
15 O 0.685 3.312 0.201
16 C -0.382 3.214 0.792

As for the charge: +1. The value obtained for the HOMO energy (spin up / spin down) is -0.4585 / -0.5838 Ha. Its multiplicity is 2. The value obtained for the lowest unoccupied orbital energy (spin up / spin down) is -0.2256 / -0.2386 hartree.



(4)
Formula: CH4NO2P
Source: OMol25
Level of theory: ωB97M-V/def2-TZVPD

Geometry (Å):
1 C -0.148 -1.730 0.376
2 N 0.494 1.932 -0.466
3 O 1.018 0.739 1.604
4 O 0.173 -0.826 -0.382
5 P 1.404 0.741 0.220
6 H -0.824 -2.518 0.023
7 H 0.201 -1.731 1.474
8 H -0.143 2.523 -0.024
9 H 0.864 2.364 -1.398

As for the charge: 0. The value obtained for the HOMO energy is -0.3159 Ha. The value obtained for the lowest unoccupied orbital energy is -0.0098 hartree.



(5)
Formula: C4H9OS2
Source: OMol25
Level of theory: ωB97M-V/def2-TZVPD

Geometry (Å):
1 C -0.870 0.595 -3.307
2 S 0.610 0.627 -2.255
3 S 0.390 -0.723 -0.790
4 C -0.508 0.165 0.553
5 C 0.258 0.271 1.852
6 C 1.155 -1.018 2.267
7 O 0.955 -1.374 3.530
8 H -1.012 -0.422 -3.685
9 H -0.608 1.218 -4.170
10 H -1.782 0.983 -2.842
11 H -1.468 -0.348 0.687
12 H -0.762 1.118 0.104
13 H -0.451 0.241 2.669
14 H 0.934 1.120 1.857
15 H 2.208 -0.668 2.064
16 H 0.951 -1.785 1.465

As for the charge: -1. The value obtained for the HOMO energy is -0.0891 Ha. Its SMILES is CSSCCC[O-]. The value obtained for the lowest unoccupied orbital energy is 0.1068 hartree.



(6)
Formula: C12H31BIO8S4
Source: OMol25
Level of theory: ωB97M-V/def2-TZVPD

Geometry (Å):
1 O 2.134 -0.699 3.967
2 C 1.934 -0.453 2.789
3 O 2.809 -0.883 1.840
4 C 0.738 0.303 2.281
5 C -0.532 -0.502 2.590
6 O -1.660 0.246 2.893
7 B -2.776 -0.789 2.845
8 O -2.162 -1.977 2.089
9 C -1.132 -1.344 1.425
10 I 0.200 -2.685 0.371
11 H 3.220 -1.681 2.183
12 H 0.853 0.379 1.206
13 H 0.738 1.286 2.729
14 H -0.377 -1.195 3.425
15 H -3.705 -0.353 2.148
16 H -3.085 -1.174 3.925
17 H -1.664 -0.681 0.735
18 C 1.187 2.079 -1.685
19 S 0.941 3.397 -0.497
20 O 0.390 2.779 0.734
21 C -0.439 4.166 -1.362
22 H 1.987 1.438 -1.319
23 H 0.269 1.496 -1.776
24 H 1.470 2.508 -2.650
25 H -1.244 3.441 -1.481
26 H -0.099 4.524 -2.335
27 H -0.786 5.006 -0.762
28 C 3.305 2.417 -6.686
29 S 3.065 3.747 -5.501
30 O 2.546 3.127 -4.255
31 C 1.662 4.496 -6.339
32 H 4.120 1.792 -6.327
33 H 2.394 1.824 -6.761
34 H 3.568 2.840 -7.656
35 H 0.861 3.764 -6.439
36 H 1.976 4.855 -7.320
37 H 1.320 5.334 -5.737
38 C 4.129 -5.770 -2.494
39 S 3.328 -4.911 -1.128
40 O 2.815 -3.629 -1.657
41 C 4.845 -4.544 -0.232
42 H 3.359 -6.055 -3.207
43 H 4.847 -5.105 -2.975
44 H 4.629 -6.664 -2.120
45 H 5.513 -3.961 -0.866
46 H 5.323 -5.476 0.072
47 H 4.578 -3.966 0.649
48 C -6.419 0.701 4.188
49 S -5.845 -0.232 5.615
50 O -4.921 -1.259 5.100
51 C -7.430 -1.032 5.957
52 H -5.569 1.247 3.786
53 H -6.800 0.014 3.432
54 H -7.198 1.400 4.499
55 H -7.749 -1.596 5.080
56 H -8.175 -0.279 6.217
57 H -7.287 -1.709 6.796

As for the charge: -1. The value obtained for the HOMO energy is -0.1307 Ha. The value obtained for the lowest unoccupied orbital energy is 0.0631 hartree.



(7)
Formula: C4H5IN
Source: OMol25
Level of theory: ωB97M-V/def2-TZVPD

Geometry (Å):
1 C -2.104 -1.235 -0.386
2 C 0.501 0.626 0.510
3 C 0.241 -0.913 0.430
4 C 0.149 1.142 -0.805
5 N -0.997 -1.336 0.002
6 I -1.655 1.430 -1.433
7 H 0.044 0.996 1.380
8 H 1.600 0.887 0.740
9 H 0.953 -1.468 -0.278
10 H 0.382 -1.100 1.416
11 H 0.888 0.971 -1.574

As for the charge: +1. The value obtained for the HOMO energy is -0.5612 Ha. The value obtained for the lowest unoccupied orbital energy is -0.2620 hartree.



(8)
Formula: C32H31CuI2NO4PS
Source: OMol25
Level of theory: ωB97M-V/def2-TZVPD

Geometry (Å):
1 Cu -1.454 0.235 -0.011
2 I -1.002 5.380 0.358
3 C -2.134 4.144 -0.871
4 C -3.037 4.728 -1.787
5 C -3.767 3.979 -2.663
6 I -5.081 4.933 -3.972
7 C -3.625 2.566 -2.667
8 C -4.266 1.668 -3.546
9 C -4.005 0.326 -3.465
10 C -3.125 -0.151 -2.485
11 N -2.530 0.661 -1.636
12 C -2.746 2.002 -1.725
13 C -1.970 2.777 -0.804
14 O -1.137 2.135 -0.022
15 H -3.142 5.805 -1.787
16 H -4.955 2.051 -4.287
17 H -4.473 -0.376 -4.140
18 H -2.910 -1.205 -2.383
19 C -2.970 -2.256 2.242
20 C -2.939 -2.570 0.775
21 C -3.316 -3.953 0.330
22 O -2.641 -1.729 -0.057
23 H -3.458 -3.037 2.819
24 H -3.475 -1.302 2.400
25 H -1.943 -2.135 2.590
26 H -3.095 -4.700 1.091
27 H -2.822 -4.195 -0.607
28 H -4.398 -3.965 0.163
29 O 0.090 -1.096 -0.440
30 P 1.576 -0.890 -0.266
31 C 2.448 -1.624 -1.659
32 C 1.833 -1.524 -2.908
33 C 2.456 -2.035 -4.034
34 C 3.692 -2.658 -3.921
35 C 4.298 -2.778 -2.679
36 C 3.679 -2.265 -1.549
37 C 1.992 0.862 -0.218
38 C 1.616 1.621 -1.328
39 C 1.878 2.979 -1.369
40 C 2.515 3.594 -0.300
41 C 2.886 2.849 0.809
42 C 2.626 1.486 0.852
43 C 2.154 -1.666 1.254
44 C 3.462 -1.575 1.733
45 C 3.818 -2.215 2.910
46 C 2.877 -2.958 3.612
47 C 1.578 -3.063 3.134
48 C 1.218 -2.418 1.959
49 H 0.854 -1.067 -2.992
50 H 1.974 -1.956 -5.000
51 H 4.177 -3.059 -4.801
52 H 5.253 -3.279 -2.587
53 H 4.156 -2.384 -0.586
54 H 1.110 1.153 -2.164
55 H 1.572 3.561 -2.228
56 H 2.716 4.657 -0.331
57 H 3.384 3.327 1.643
58 H 2.909 0.922 1.730
59 H 4.208 -1.003 1.195
60 H 4.833 -2.139 3.278
61 H 3.160 -3.463 4.526
62 H 0.848 -3.655 3.672
63 H 0.211 -2.485 1.570
64 C 0.431 0.611 4.080
65 S -1.139 0.791 3.246
66 C -1.066 2.551 2.964
67 O -0.879 0.113 1.912
68 H 0.374 1.080 5.061
69 H 1.201 1.072 3.461
70 H 0.616 -0.457 4.181
71 H -0.942 3.042 3.930
72 H -2.000 2.865 2.505
73 H -0.238 2.759 2.288

As for the charge: +1. The value obtained for the HOMO energy (spin up / spin down) is -0.3647 / -0.3636 Ha. Its multiplicity is 2. The value obtained for the lowest unoccupied orbital energy (spin up / spin down) is -0.0905 / -0.1161 hartree.



(9)
Formula: C17H24F18N6O7PS2
Source: OMol25
Level of theory: ωB97M-V/def2-TZVPD

Geometry (Å):
1 C -1.611 0.020 4.533
2 S -3.094 -0.101 3.520
3 O -4.261 -0.211 4.340
4 O -3.183 1.093 2.698
5 C -3.085 -1.629 2.459
6 O -4.138 -2.474 2.815
7 C -5.242 -2.378 1.952
8 S -6.737 -2.925 2.829
9 O -6.870 -2.271 4.055
10 O -7.825 -2.858 1.944
11 F -6.428 -4.438 3.083
12 C -5.439 -0.980 1.337
13 N -4.299 -0.815 0.371
14 P -4.240 0.842 -0.381
15 N -5.589 1.208 -1.067
16 C -2.976 -1.273 0.969
17 C -2.463 -2.455 0.116
18 C -0.973 -2.773 0.319
19 C -0.090 -1.892 -0.570
20 F -0.438 -2.237 -1.837
21 F -0.385 -0.578 -0.466
22 C 1.423 -2.201 -0.468
23 F 2.065 -1.641 -1.474
24 F 1.524 -3.523 -0.710
25 C 2.110 -1.969 0.913
26 F 1.837 -3.041 1.675
27 F 3.414 -2.002 0.723
28 C 1.699 -0.736 1.760
29 F 0.411 -0.773 2.144
30 F 2.381 -0.878 2.904
31 C 2.127 0.660 1.213
32 F 3.449 0.703 1.395
33 F 1.958 0.778 -0.107
34 C 1.536 1.892 1.987
35 F 2.501 2.779 2.098
36 F 1.234 1.580 3.259
37 C 0.239 2.510 1.391
38 F -0.725 1.585 1.238
39 F -0.217 3.348 2.312
40 C 0.343 3.315 0.058
41 F -0.579 4.264 0.107
42 F 1.499 3.898 -0.147
43 F 0.042 2.577 -0.995
44 H -0.807 0.455 3.937
45 H -1.880 0.693 5.351
46 H -1.383 -0.979 4.915
47 H -2.164 -2.165 2.722
48 H -5.098 -3.082 1.114
49 H -6.404 -0.985 0.823
50 H -5.416 -0.168 2.073
51 H -4.519 -1.447 -0.408
52 H -3.951 1.814 0.598
53 H -3.176 0.750 -1.317
54 H -6.296 0.485 -0.956
55 H -2.261 -0.451 0.847
56 H -2.622 -2.294 -0.960
57 H -3.011 -3.379 0.345
58 H -0.648 -2.799 1.361
59 H -0.819 -3.787 -0.063
60 C 4.691 2.700 -2.469
61 O 4.398 3.731 -3.043
62 N 3.943 2.211 -1.424
63 N 5.774 1.947 -2.805
64 H 4.161 1.367 -0.934
65 H 3.141 2.744 -1.152
66 H 6.347 2.275 -3.567
67 H 6.025 1.096 -2.340
68 C 7.717 2.030 -6.620
69 O 7.913 2.316 -5.450
70 N 7.422 2.971 -7.561
71 N 7.778 0.747 -7.082
72 H 7.258 2.760 -8.527
73 H 7.369 3.925 -7.253
74 H 7.995 0.030 -6.415
75 H 7.621 0.491 -8.038

As for the charge: +1. The value obtained for the HOMO energy is -0.4110 Ha. The value obtained for the lowest unoccupied orbital energy is -0.1183 hartree.



(10)
Formula: C8H11NOSi
Source: OMol25
Level of theory: ωB97M-V/def2-TZVPD

Geometry (Å):
1 C 0.049 -0.328 3.316
2 C -0.249 -0.593 1.831
3 N -1.101 -1.468 1.621
4 Si -1.942 -2.229 0.288
5 O 0.542 0.139 1.078
6 C 0.646 0.585 -0.205
7 C -0.481 0.680 -1.137
8 C -0.365 1.233 -2.379
9 C 0.933 1.420 -2.820
10 C 2.056 1.376 -1.950
11 C 1.907 0.970 -0.636
12 H -0.190 -1.100 3.981
13 H -0.562 0.572 3.578
14 H 1.154 -0.021 3.428
15 H -1.498 -2.209 -1.119
16 H -1.783 -3.793 0.708
17 H -3.285 -1.623 -0.108
18 H -1.435 0.619 -0.664
19 H -1.238 1.578 -2.910
20 H 1.129 1.826 -3.855
21 H 3.148 1.508 -2.202
22 H 2.566 0.857 0.155

As for the charge: 0. The value obtained for the HOMO energy is -0.3267 Ha. Its SMILES is C/C(=N/[SiH3])Oc1ccccc1. The value obtained for the lowest unoccupied orbital energy is 0.0289 hartree.



Electronic energy list, top to bottom, in Eh: -1452.30124, -1150.40692, -849.06947, -587.07621, -1029.39767, -2992.96943, -507.44409, -4569.01143, -4452.44412, -730.85125
Max |F| list, top to bottom, in eV/Å: 1.0, 1.4, 5.8, 4.8, 1.4, 1.9, 4.2, 0.5, 3.4, 4.0